1.
{"formula": "C4H2Cl2O2", "method": "the ωB97M-V functional and the def2-TZVPD basis", "symbols": ["O", "C", "C", "O", "C", "Cl", "C", "Cl", "H", "H"], "positions_angstrom": [[1.280, -0.483, 1.983], [0.831, -0.215, 0.923], [0.950, -0.757, -0.496], [1.782, -1.143, -1.250], [-0.489, -0.140, -0.806], [-0.727, 0.843, -2.182], [-0.530, 0.659, 0.542], [-1.735, 0.430, 1.761], [-1.053, -1.020, -0.922], [-0.308, 1.826, 0.448]], "mulliken_charge": [-0.413, 0.345, 0.296, -0.434, 0.045, -0.161, -0.175, -0.151, 0.339, 0.310], "homo_ev": -9.926, "lumo_ev": -1.56, "charge": 0, "smiles": "O=C1C(=O)[C@H](Cl)[C@H]1Cl", "homo_lumo_gap_ev": 8.4}

2.
{"formula": "C4H2ClF2O2", "method": "the ωB97M-V functional and the def2-TZVPD basis", "symbols": ["C", "C", "C", "C", "O", "O", "F", "F", "Cl", "H", "H"], "positions_angstrom": [[1.256, -1.191, 0.311], [-1.024, -0.053, -0.498], [0.374, -0.245, -0.729], [-0.920, 0.976, 0.651], [2.458, -1.206, 0.187], [0.462, -1.738, 1.086], [-0.120, 0.835, 1.713], [-0.643, 2.220, 0.204], [1.353, 0.917, -1.539], [-1.581, 0.485, -1.146], [-1.616, -1.000, -0.240]], "mulliken_charge": [0.597, -0.183, -0.024, -0.014, -0.680, -0.692, -0.165, -0.231, -0.169, 0.326, 0.236], "homo_ev": [-3.809, -4.331], "lumo_ev": [3.61, 3.67], "charge": -1, "homo_lumo_gap_ev": [7.4, 8.0]}

Taking the records one at a time from the top gives max |F| values of 3.0, 3.5 eV/A.